# 1
The following is a DFT calculation (ωB97M-V/def2-TZVPD) of one molecule with the formula C4H12NOS.

Summary:
E_HOMO (spin up / spin down), eV: -2.89 / -9.46
<S²>: 0.751
Total energy, eV: -18710.723
2S+1: 2
Molecular weight, g mol⁻¹: 122.2
Relative energy (zero: lowest compared OMol25 entry of this formula, charge and spin), kJ/mol: 339.4

Atoms and positions in Å:
1 S 1.35 -0.37 2.39
2 O -2.18 1.31 -1.07
3 N -1.20 -0.06 0.86
4 C -1.13 0.47 -1.50
5 C 0.94 -0.81 -0.36
6 C -0.19 0.34 -0.27
7 C 2.06 -0.64 0.74
8 H 1.30 -0.72 -1.39
9 H 2.76 0.15 0.55
10 H 2.58 -1.59 0.56
11 H -2.14 0.18 0.57
12 H -1.59 -0.56 -1.70
13 H 1.83 0.87 2.67
14 H 0.62 -1.86 -0.54
15 H -0.97 0.57 1.66
16 H -0.50 0.91 -2.28
17 H -2.73 1.55 -1.80
18 H -1.14 -1.08 1.15
19 H 0.33 1.34 -0.24

# 2
The following is a DFT calculation (ωB97M-V/def2-TZVPD) of a 2-piece molecular cluster, C6H12N2 overall.

Summary:
E_HOMO (spin up / spin down), eV: -14.30 / -14.30
<S²>: 0.761
Total energy, eV: -9388.496
2S+1: 2
Molecular weight, g mol⁻¹: 112.2
Total charge: +1
Relative energy (zero: lowest compared OMol25 entry of this formula, charge and spin), kJ/mol: 18.2

Atoms and positions in Å:
1 N -2.22 1.12 -1.19
2 N -0.61 -0.31 -0.59
3 C 1.68 1.10 2.65
4 C -0.62 -1.85 -2.50
5 C -1.29 0.74 -0.22
6 C -2.14 0.24 -2.16
7 C 2.44 -0.18 2.30
8 C -1.10 -0.68 -1.79
9 H 2.23 2.00 2.38
10 H 2.66 -0.22 1.24
11 H 0.32 -2.23 -2.11
12 H -2.85 1.91 -1.17
13 H 1.51 1.21 3.72
14 H -0.66 -1.65 -3.58
15 H -2.77 0.37 -3.03
16 H 3.40 -0.18 2.81
17 H -1.24 1.17 0.77
18 H 0.70 1.13 2.17
19 H -1.36 -2.65 -2.36
20 H 1.92 -1.06 2.67

# 3
The following is a DFT calculation (ωB97M-V/def2-TZVPD) of a 2-piece molecular cluster, C4H7NO2 overall.

Summary:
E_HOMO, eV: -8.89
Total energy, eV: -9841.886
SMILES: C=C=NO.CC=O
2S+1: 1
Molecular weight, g mol⁻¹: 101.1
Relative energy (zero: lowest compared OMol25 entry of this formula, charge and spin), kJ/mol: 520.4

Atoms and positions in Å:
1 O -1.81 -0.07 -1.62
2 O 0.05 0.92 -0.12
3 N -2.33 -0.61 -0.46
4 C -1.92 -0.42 0.67
5 C -1.44 -0.41 1.90
6 C 1.06 0.28 0.08
7 C 1.96 0.09 -1.02
8 H 2.65 0.86 -0.96
9 H -0.57 -0.98 2.30
10 H -1.20 0.61 -1.36
11 H 1.41 0.27 -2.00
12 H -1.57 0.37 2.67
13 H 1.27 0.01 1.11
14 H 2.46 -0.94 -1.17

# 4
The following is a DFT calculation (ωB97M-V/def2-TZVPD) of a 2-piece molecular cluster, C6H18N2O overall.

Summary:
E_HOMO, eV: -8.91
Total energy, eV: -11541.706
SMILES: CC(C)(N)O.CC(C)N
2S+1: 1
Molecular weight, g mol⁻¹: 134.2
Relative energy (zero: lowest compared OMol25 entry of this formula, charge and spin), kJ/mol: 0.0

Atoms and positions in Å:
1 O -1.67 1.03 -0.32
2 N -0.91 3.36 -0.65
3 N -0.35 -0.99 1.34
4 C 0.04 -2.27 0.77
5 C -0.13 1.56 -2.05
6 C 0.65 1.82 0.35
7 C 0.50 -2.06 -0.68
8 C 1.16 -2.87 1.61
9 C -0.48 2.01 -0.65
10 H 0.74 0.90 -2.05
11 H 0.36 2.20 1.34
12 H 0.89 0.77 0.44
13 H 0.82 -3.04 2.63
14 H 0.02 2.41 -2.72
15 H -1.66 3.53 -1.30
16 H -0.75 -1.12 2.26
17 H 2.00 -2.17 1.65
18 H -1.16 3.70 0.27
19 H 1.50 -3.81 1.20
20 H -1.00 0.97 -2.35
21 H 1.53 2.37 0.01
22 H 1.38 -1.43 -0.70
23 H 0.73 -3.01 -1.15
24 H -1.05 -0.55 0.74
25 H -2.10 1.27 0.52
26 H -0.80 -2.99 0.75
27 H -0.29 -1.57 -1.25

# 5
The following is a DFT calculation (ωB97M-V/def2-TZVPD) of a 5-piece molecular cluster, C5H20O5 overall.

Summary:
E_HOMO, eV: -9.84
Total energy, eV: -15744.357
SMILES: CO.CO.CO.CO.CO
2S+1: 1
Molecular weight, g mol⁻¹: 160.2
Relative energy (zero: lowest compared OMol25 entry of this formula, charge and spin), kJ/mol: 189.8

Atoms and positions in Å:
1 O -1.65 3.40 -0.35
2 O 4.12 -0.52 -0.61
3 O -0.15 -0.93 0.64
4 O -2.68 -1.52 -3.48
5 O -0.12 -1.58 3.41
6 C -2.65 -0.83 -2.23
7 C 0.77 -2.30 4.25
8 C -0.20 0.48 0.52
9 C 2.85 -0.58 -1.27
10 C -0.80 3.54 -1.49
11 H -1.64 -0.47 -2.02
12 H -2.16 -0.99 -4.09
13 H -2.94 -1.52 -1.45
14 H -0.73 0.74 -0.39
15 H -0.90 -1.33 3.91
16 H 0.91 -1.79 5.20
17 H -0.10 -1.16 1.59
18 H -0.70 0.92 1.38
19 H 0.80 0.90 0.41
20 H 2.23 -1.35 -0.80
21 H 4.46 -1.42 -0.56
22 H -0.59 4.59 -1.72
23 H 0.39 -3.30 4.47
24 H 2.96 -0.73 -2.35
25 H 2.37 0.40 -1.20
26 H -1.30 3.12 -2.36
27 H 1.72 -2.41 3.73
28 H -1.12 3.55 0.43
29 H -3.28 0.06 -2.23
30 H 0.15 3.03 -1.34

# 6
The following is a DFT calculation (ωB97M-V/def2-TZVPD) of a 9-piece molecular cluster, H18O9 overall.

Summary:
E_HOMO, eV: -9.00
Total energy, eV: -18714.805
SMILES: O.O.O.O.O.O.O.O.O
2S+1: 1
Molecular weight, g mol⁻¹: 162.1
Relative energy (zero: lowest compared OMol25 entry of this formula, charge and spin), kJ/mol: 707.2

Atoms and positions in Å:
1 O -0.30 0.10 0.70
2 O -2.58 0.34 -0.92
3 O -1.52 -3.04 -0.14
4 O 1.12 -2.32 0.41
5 O 4.20 -1.44 -1.71
6 O 2.86 3.51 -0.62
7 O -4.78 1.12 -0.88
8 O 0.30 1.93 0.63
9 O 0.79 -0.07 2.47
10 H 2.83 2.79 -0.03
11 H 2.88 3.03 -1.49
12 H 3.29 -1.56 -1.63
13 H -5.70 1.22 -0.69
14 H -2.00 -0.33 -0.52
15 H -1.00 -3.84 -0.51
16 H -0.10 0.51 -0.15
17 H 2.00 -2.45 0.60
18 H 0.36 -0.85 2.74
19 H -0.48 2.30 1.00
20 H 0.68 1.50 1.43
21 H 4.24 -1.12 -2.64
22 H -2.09 0.92 -1.46
23 H -0.99 0.65 1.13
24 H -1.39 -2.52 -0.94
25 H 0.78 0.34 3.35
26 H -4.87 0.14 -0.87
27 H 0.78 -1.76 1.12

# 7
The following is a DFT calculation (ωB97M-V/def2-TZVPD) of a 2-piece molecular cluster, C2H8IN2 overall.

Summary:
E_HOMO, eV: -13.56
Total energy, eV: -13275.692
2S+1: 1
Molecular weight, g mol⁻¹: 187.0
Total charge: +1
Relative energy (zero: lowest compared OMol25 entry of this formula, charge and spin), kJ/mol: 236.9

Atoms and positions in Å:
1 I 1.40 0.44 -2.71
2 N 0.18 -1.36 -0.73
3 N -0.51 2.11 -1.17
4 C -0.24 1.02 -0.30
5 C 0.40 -0.10 -1.00
6 H -1.15 0.70 0.28
7 H 0.65 1.40 0.26
8 H 3.25 0.11 0.20
9 H -0.31 -1.84 0.10
10 H -1.13 1.88 -1.95
11 H 2.59 -0.19 0.06
12 H 0.79 -2.05 -1.15
13 H 0.13 2.82 -1.22

Q: Number 2 is which compound?
A: C6H12N2

Q: Which of these has the lowest relative energy (zero: lowest compared OMol25 entry of this formula, charge and spin)?
A: C6H18N2O

Q: Among the records above, which one has the highest molecular weight?
A: C2H8IN2